Entry 1:
Computed, not measured: C26H31BrMnN4O3S2 as an isolated structure, with wB97M-V/def2-TZVPD.

The value obtained for the orbital gap (alpha / beta) is 5.977 / 5.879 eV. As for the LUMO energy (alpha / beta): -0.01168 / -0.01170 Ha. The value obtained for the total energy is -5975.51009 Ha. The relative energy (zero: lowest compared OMol25 entry of this formula, charge and spin) is 70.5 kJ/mol. For the highest occupied orbital energy (alpha / beta), the calculation gives -6.30 / -6.20 eV. As for the multiplicity: 2.

Structure (XYZ):
```
68
C26H31BrMnN4O3S2, DFT wB97M-V/def2-TZVPD
Br -3.947 1.488 0.557
Mn -0.458 -0.117 0.019
S 1.334 1.298 -0.721
S -1.796 0.493 -1.832
O -1.331 -3.122 2.631
O -1.754 -1.209 1.503
O -2.037 4.092 4.538
N -1.242 1.713 1.224
N -0.114 -1.909 -1.211
N 1.450 -1.081 1.151
N -3.545 -0.412 3.032
C -4.920 -1.020 3.020
C 0.497 -1.966 -4.912
C 4.048 0.943 -0.605
C 3.913 -1.207 1.117
C -0.247 2.265 1.944
C -4.689 -2.479 3.405
C 2.742 -0.589 0.689
C -2.471 2.036 1.614
C 5.150 -0.758 0.690
C 1.349 -0.923 2.612
C -1.732 3.336 3.462
C -1.232 -2.857 -0.999
C 0.560 -2.296 -3.567
C -1.797 -2.001 2.487
C -2.602 -1.400 3.676
C 5.208 0.327 -0.180
C 1.154 -2.517 -0.779
C -0.954 -0.130 -4.367
C -0.118 -1.538 -2.622
C 2.786 0.502 -0.180
C -0.435 3.062 3.054
C -2.783 2.819 2.714
C 1.262 -2.479 0.728
C -0.897 -0.443 -3.006
C -3.497 -2.410 4.363
C -0.267 -0.876 -5.307
H -1.234 4.463 4.919
H 1.042 -2.553 -5.639
H -4.424 -3.071 2.527
H 1.964 -1.936 -1.223
H -0.324 -0.605 -6.354
H 6.167 0.689 -0.532
H -2.971 -3.356 4.460
H -3.805 3.077 2.948
H 6.055 -1.246 1.027
H -1.544 0.725 -4.671
H -3.130 -0.324 2.070
H 2.092 -3.116 1.058
H -1.908 -0.867 4.325
H 1.761 -1.785 3.149
H -3.807 -2.065 5.352
H 0.310 -0.797 2.912
H 4.092 1.785 -1.284
H -5.365 -0.862 2.041
H 1.247 -3.552 -1.130
H -3.532 0.512 3.458
H -5.581 -2.911 3.853
H 3.858 -2.051 1.796
H 1.903 -0.034 2.908
H -1.311 -3.130 0.049
H -1.073 -3.756 -1.605
H 0.746 2.039 1.574
H -5.516 -0.503 3.771
H 1.152 -3.148 -3.259
H 0.359 -2.860 1.201
H 0.422 3.461 3.582
H -2.157 -2.371 -1.308
```

***

Entry 2:
Computed, not measured: C26H31Cl2N3O4PS2V as an isolated structure in a non-equilibrium geometry, with wB97M-V/def2-TZVPD.

The value obtained for the orbital gap (alpha / beta) is 7.331 / 6.834 eV. Its total charge is +1. As for the LUMO energy (alpha / beta): -0.10441 / -0.14172 Ha. The value obtained for the total energy is -4476.57928 Ha. For the highest occupied orbital energy (alpha / beta), the calculation gives -10.17 / -10.69 eV. As for the multiplicity: 4.

Structure (XYZ):
```
70
C26H31Cl2N3O4PS2V, DFT wB97M-V/def2-TZVPD
V -2.616 -0.002 -0.555
Cl -4.596 -4.664 1.169
Cl -4.477 0.744 0.878
S -3.599 -2.067 -0.353
S -4.422 1.105 -3.221
P -1.280 0.175 1.694
O -0.069 -0.502 0.911
O 1.745 1.528 -6.427
O -1.342 1.593 0.822
O -0.718 0.730 3.084
N -1.153 -0.583 -1.844
N 0.840 1.073 -4.401
N 3.077 0.504 -4.907
C -6.194 -1.796 3.415
C -0.228 -1.093 4.639
C -4.580 -1.954 1.100
C 3.968 1.332 -1.386
C 0.441 -2.158 -2.632
C 5.697 0.368 0.189
C 0.972 -1.235 -3.512
C -5.031 -3.103 1.765
C 5.254 -0.531 -2.122
C -0.615 -1.811 -1.811
C 1.895 1.056 -5.326
C 2.237 -0.532 1.674
C -5.772 -0.634 2.793
C -3.624 0.674 -1.996
C -4.980 -0.746 1.668
C 4.949 0.385 -1.117
C -5.821 -3.027 2.899
C -1.836 2.817 1.434
C -1.121 0.082 4.321
C 3.320 1.389 -2.614
C 0.429 0.049 -3.548
C -0.679 3.705 1.822
C -0.627 0.316 -2.687
C 4.614 -0.492 -3.347
C 1.249 0.073 0.704
C 3.647 0.476 -3.607
H 6.730 0.686 0.043
H 2.594 2.168 -2.803
H -0.268 -1.843 3.847
H -2.459 2.568 2.295
H 0.113 1.699 -4.714
H 0.807 -0.776 4.770
H -2.166 -0.229 4.236
H -0.564 -1.559 5.566
H -6.053 0.340 3.171
H -1.055 0.856 5.082
H -0.071 3.237 2.595
H -0.051 3.914 0.955
H 6.014 -1.283 -1.947
H 5.722 -0.634 0.619
H -1.074 1.305 -2.682
H -6.143 -3.943 3.374
H 1.185 1.157 0.807
H 3.727 0.388 -5.670
H 3.249 -0.269 1.369
H -1.039 -2.513 -1.107
H -6.816 -1.742 4.297
H 2.153 -1.619 1.672
H 1.513 -0.163 -0.328
H 1.779 -1.510 -4.174
H 3.722 2.071 -0.631
H -2.466 3.294 0.683
H 5.246 1.043 0.916
H -1.063 4.652 2.202
H 4.871 -1.210 -4.118
H 2.070 -0.167 2.687
H 0.839 -3.161 -2.585
```

***

Entry 3:
Computed, not measured: a 3-piece molecular cluster, C26H31F3N3O10PS2 overall, with wB97M-V/def2-TZVPD.

The value obtained for the orbital gap is 8.363 eV. As for the LUMO energy: -0.00302 Ha. The value obtained for the total energy is -3363.42408 Ha. The relative energy (zero: lowest compared OMol25 entry of this formula, charge and spin) is 0.0 kJ/mol. For the highest occupied orbital energy, the calculation gives -8.45 eV. The structure (SMILES) is CC(=O)OCc1c(COC(F)(F)F)c2c(c(P(N)O)c1-c1ccccn1)C(=O)NC2=O.O=S1(=O)CCCC1.O=S1(=O)CCCC1. As for the multiplicity: 1.

Structure (XYZ):
```
76
C26H31F3N3O10PS2, DFT wB97M-V/def2-TZVPD
S -2.905 -1.232 4.462
S 5.389 -2.110 0.243
P -2.343 -2.214 -3.876
F 3.278 2.976 -0.873
F 2.723 1.162 -1.909
F 3.915 2.670 -2.921
O -4.181 -0.677 4.088
O -1.429 -3.325 -3.020
O -0.974 -0.763 -6.352
O 1.821 3.101 -2.569
O 4.982 -3.385 -0.289
O -2.213 -2.133 3.573
O 1.016 2.814 -5.127
O -1.169 2.817 0.242
O -3.199 2.948 -0.713
O 5.063 -1.742 1.598
N -3.834 -0.483 -0.770
N 0.781 0.575 -5.642
N -3.842 -2.356 -3.101
C -0.169 1.672 -2.313
C -0.780 0.065 -4.031
C -1.182 1.401 0.010
C 7.156 -1.877 -0.010
C -1.018 0.983 -1.439
C -4.140 -2.192 0.899
C -2.235 4.931 0.247
C -2.295 3.476 -0.130
C 0.623 2.866 -1.826
C -2.009 -1.902 -0.098
C -2.566 -0.884 -0.868
C 0.673 1.712 -4.812
C 7.293 -0.757 -1.049
C 4.860 -0.795 -0.849
C -2.809 -2.578 0.816
C 6.058 0.146 -0.915
C -4.591 -1.142 0.107
C -1.708 -0.161 -1.862
C 2.904 2.494 -2.078
C -3.048 -1.973 6.096
C -1.813 0.101 4.943
C -2.139 -1.149 7.016
C -0.090 1.206 -3.613
C -0.402 -0.178 -5.476
C -2.067 0.271 6.438
C -1.596 -0.659 -3.171
H 3.963 -0.338 -0.444
H 4.649 -1.241 -1.821
H -0.793 -0.225 4.744
H 0.880 2.735 -0.776
H 6.122 0.730 0.005
H 7.581 -2.819 -0.345
H 1.091 0.746 -6.591
H -4.341 -3.092 -3.590
H -2.405 -3.368 1.429
H -3.234 5.351 0.244
H -4.095 -1.906 6.388
H -2.049 0.981 4.349
H -0.963 -2.155 -0.218
H -5.622 -0.817 0.193
H -3.016 0.787 6.596
H -1.139 -1.586 7.034
H -0.357 0.996 0.601
H 7.586 -1.598 0.950
H 0.015 3.769 -1.881
H -2.112 1.001 0.408
H 8.217 -0.200 -0.903
H -3.794 -2.642 -2.126
H -1.589 5.449 -0.466
H -2.515 -1.150 8.037
H 7.324 -1.186 -2.052
H 5.970 0.841 -1.749
H -0.548 -2.987 -2.826
H -4.826 -2.682 1.577
H -1.282 0.861 6.908
H -1.756 5.038 1.221
H -2.749 -3.015 6.028
```

***

Entry 4:
Computed, not measured: a 2-piece molecular cluster, C26H31IN5O4S overall in a non-equilibrium geometry, with wB97M-V/def2-TZVPD.

The value obtained for the orbital gap is 3.859 eV. Its total charge is +1. As for the LUMO energy: -0.21102 Ha. The value obtained for the total energy is -2278.59266 Ha. For the highest occupied orbital energy, the calculation gives -9.60 eV. As for the multiplicity: 1.

Structure (XYZ):
```
68
C26H31IN5O4S, DFT wB97M-V/def2-TZVPD
I 4.020 2.765 3.612
S 2.132 2.925 -4.099
O 1.529 5.637 -5.405
O 1.119 -4.735 -2.823
O 0.148 9.626 -7.146
O 4.564 1.414 0.844
N -1.128 -2.470 2.476
N 1.861 3.712 -6.885
N 1.790 -2.190 -2.191
N 1.525 -1.253 4.101
N 1.630 4.836 -7.673
C 0.650 2.673 -2.982
C -0.794 -0.250 6.842
C 1.602 -1.979 -0.679
C 0.157 -2.098 1.792
C 1.412 6.089 -6.820
C 2.786 -1.132 1.725
C 1.424 -1.504 2.622
C 0.211 -2.326 0.140
C 1.694 -3.570 -2.410
C -2.810 -1.017 -1.691
C -2.226 -4.146 5.649
C 4.113 -0.477 2.495
C 0.227 -1.693 4.718
C -1.597 -2.094 -1.943
C -1.944 0.581 7.002
C 0.125 -1.556 6.382
C -2.439 -2.702 4.833
C -0.349 1.432 -3.446
C 1.809 4.193 -5.440
C 4.280 1.143 2.124
C -2.711 0.077 -2.953
C -1.763 1.392 -2.564
C 2.926 -1.362 0.109
C -1.155 -5.149 4.911
C -1.089 -2.285 3.966
C -1.123 -2.930 -0.616
H -1.551 1.343 -1.402
H -2.022 -2.898 -2.716
H -1.892 -3.963 6.780
H 0.807 10.295 -7.465
H -0.555 1.545 -4.595
H 3.911 -1.102 -0.505
H -1.453 -5.221 3.762
H -2.706 -1.917 5.681
H 4.035 -0.520 3.664
H -1.150 -6.225 5.425
H -2.353 2.385 -2.863
H -0.217 -2.566 6.888
H -2.192 -0.398 -3.909
H 1.224 -1.349 6.793
H -0.682 9.649 -7.687
H -3.869 -1.517 -1.800
H 1.211 7.177 -7.248
H 5.089 -1.091 2.195
H 1.073 2.385 -1.909
H 0.256 0.431 -3.262
H -3.385 -2.734 4.112
H -0.066 -4.706 5.061
H -3.296 -4.667 5.736
H 0.090 3.695 -2.869
H -0.828 -4.028 -0.979
H -2.057 -3.070 0.080
H -0.743 -1.526 -2.508
H -2.851 1.336 7.111
H -0.045 9.740 -6.181
H -3.772 0.447 -3.312
H -2.616 -0.508 -0.655
```

***

Among the records above, which one has the lowest total energy?
C26H31BrMnN4O3S2

***

What did the third record say?
Computed, not measured: a 3-piece molecular cluster, C26H31F3N3O10PS2 overall, with wB97M-V/def2-TZVPD.

The value obtained for the orbital gap is 8.363 eV. As for the LUMO energy: -0.00302 Ha. The value obtained for the total energy is -3363.42408 Ha. The relative energy (zero: lowest compared OMol25 entry of this formula, charge and spin) is 0.0 kJ/mol. For the highest occupied orbital energy, the calculation gives -8.45 eV. The structure (SMILES) is CC(=O)OCc1c(COC(F)(F)F)c2c(c(P(N)O)c1-c1ccccn1)C(=O)NC2=O.O=S1(=O)CCCC1.O=S1(=O)CCCC1. As for the multiplicity: 1.

Structure (XYZ):
```
76
C26H31F3N3O10PS2, DFT wB97M-V/def2-TZVPD
S -2.905 -1.232 4.462
S 5.389 -2.110 0.243
P -2.343 -2.214 -3.876
F 3.278 2.976 -0.873
F 2.723 1.162 -1.909
F 3.915 2.670 -2.921
O -4.181 -0.677 4.088
O -1.429 -3.325 -3.020
O -0.974 -0.763 -6.352
O 1.821 3.101 -2.569
O 4.982 -3.385 -0.289
O -2.213 -2.133 3.573
O 1.016 2.814 -5.127
O -1.169 2.817 0.242
O -3.199 2.948 -0.713
O 5.063 -1.742 1.598
N -3.834 -0.483 -0.770
N 0.781 0.575 -5.642
N -3.842 -2.356 -3.101
C -0.169 1.672 -2.313
C -0.780 0.065 -4.031
C -1.182 1.401 0.010
C 7.156 -1.877 -0.010
C -1.018 0.983 -1.439
C -4.140 -2.192 0.899
C -2.235 4.931 0.247
C -2.295 3.476 -0.130
C 0.623 2.866 -1.826
C -2.009 -1.902 -0.098
C -2.566 -0.884 -0.868
C 0.673 1.712 -4.812
C 7.293 -0.757 -1.049
C 4.860 -0.795 -0.849
C -2.809 -2.578 0.816
C 6.058 0.146 -0.915
C -4.591 -1.142 0.107
C -1.708 -0.161 -1.862
C 2.904 2.494 -2.078
C -3.048 -1.973 6.096
C -1.813 0.101 4.943
C -2.139 -1.149 7.016
C -0.090 1.206 -3.613
C -0.402 -0.178 -5.476
C -2.067 0.271 6.438
C -1.596 -0.659 -3.171
H 3.963 -0.338 -0.444
H 4.649 -1.241 -1.821
H -0.793 -0.225 4.744
H 0.880 2.735 -0.776
H 6.122 0.730 0.005
H 7.581 -2.819 -0.345
H 1.091 0.746 -6.591
H -4.341 -3.092 -3.590
H -2.405 -3.368 1.429
H -3.234 5.351 0.244
H -4.095 -1.906 6.388
H -2.049 0.981 4.349
H -0.963 -2.155 -0.218
H -5.622 -0.817 0.193
H -3.016 0.787 6.596
H -1.139 -1.586 7.034
H -0.357 0.996 0.601
H 7.586 -1.598 0.950
H 0.015 3.769 -1.881
H -2.112 1.001 0.408
H 8.217 -0.200 -0.903
H -3.794 -2.642 -2.126
H -1.589 5.449 -0.466
H -2.515 -1.150 8.037
H 7.324 -1.186 -2.052
H 5.970 0.841 -1.749
H -0.548 -2.987 -2.826
H -4.826 -2.682 1.577
H -1.282 0.861 6.908
H -1.756 5.038 1.221
H -2.749 -3.015 6.028
```